The following is a quantum chemistry calculation of a 5-piece molecular cluster, C43H85N3O14 overall at a distorted geometry, from the OMol25 dataset.

E_tot: -79094.194 eV
SMILES: CCCCOc1ccc(CCC)c2nc(CNC)c(CCO)nc12.COCCOCCOC.COCCOCCOC.COCCOCCOC.COCCOCCOC
relative energy (zero: lowest compared OMol25 entry of this formula, charge and spin): 299.21 kJ/mol
LUMO: -0.427 eV
highest occupied orbital energy: -0.3069 Ha

XYZ file:
```
145
Properties=species:S:1:pos:R:3:forces:R:3
C 7.35010 -2.58823 1.69092 0.8 -0.2 -0.3
C 7.07810 -4.10719 2.04385 0.5 0.8 -0.3
C 5.68724 -4.38227 2.76372 0.8 -0.6 0.3
C 4.83973 -5.50543 2.02539 1.0 0.0 1.2
O 3.60769 -5.01404 1.43216 1.5 -0.1 -1.2
C 3.90338 -4.59477 0.11594 0.0 -0.2 -1.4
C 4.00299 -5.59797 -0.91972 0.2 2.7 -0.3
C 4.33318 -5.15771 -2.30902 0.0 2.5 1.6
C 4.56143 -3.73113 -2.59462 -0.4 -2.3 0.9
C 4.88731 -3.37550 -4.08731 0.3 0.2 0.6
C 6.19398 -2.51935 -4.28837 0.4 -0.2 -0.9
C 7.52582 -3.23934 -3.83702 0.4 0.8 -0.5
C 4.47496 -2.71195 -1.48621 -0.1 -1.1 -0.5
N 4.73978 -1.38367 -1.81211 -0.7 0.1 3.0
C 4.64166 -0.53708 -0.75570 -0.2 -0.9 -0.4
C 4.97398 0.97514 -1.03677 0.1 -1.3 -0.4
N 3.79298 1.85972 -0.99284 1.3 1.1 0.2
C 4.35964 3.24833 -1.08592 0.2 0.3 1.1
C 4.23824 -1.00570 0.61161 0.0 0.8 0.7
C 4.11478 0.10746 1.73936 -0.5 -1.8 0.7
C 3.87447 -0.57105 3.15887 -0.7 1.4 0.3
O 5.07485 -1.12766 3.71379 -0.8 -0.4 -0.1
N 3.96549 -2.27986 0.99130 1.1 2.1 -3.7
C 4.12199 -3.11567 -0.11513 -0.3 -2.7 -0.5
H 7.24087 -1.89942 2.56731 -0.2 -0.7 -0.7
H 8.43279 -2.50505 1.36077 -1.2 -0.1 0.3
H 6.72260 -2.21777 0.83014 0.5 -0.4 1.0
H 7.18965 -4.67624 1.06951 -0.4 0.4 1.1
H 7.95288 -4.43871 2.68217 -1.1 0.2 -0.5
H 5.93453 -4.77974 3.79773 -0.3 0.4 -1.1
H 5.12860 -3.42612 2.93242 0.3 -1.0 -0.6
H 4.62279 -6.31510 2.78326 -0.4 0.9 -0.9
H 5.53275 -5.97614 1.26811 -1.0 0.4 0.5
H 3.81884 -6.67188 -0.67497 0.2 1.2 -0.2
H 4.41386 -5.91083 -3.13826 -0.1 0.9 1.0
H 3.99770 -2.87965 -4.56102 0.8 -0.2 0.5
H 5.04949 -4.34093 -4.65703 -0.3 1.0 0.8
H 6.15483 -1.49496 -3.83429 -0.2 -1.1 -0.3
H 6.29288 -2.34980 -5.40648 -0.2 -0.2 1.2
H 7.73659 -3.12051 -2.74167 -0.4 -0.4 -0.9
H 8.36994 -2.70322 -4.37270 -0.8 -0.6 0.7
H 7.60076 -4.31269 -4.17186 -0.3 1.0 0.5
H 5.83334 1.30963 -0.37776 -0.9 -0.3 -0.3
H 5.37220 1.03078 -2.09509 -0.5 -0.2 1.1
H 3.32674 1.85509 -0.08342 0.3 -0.4 -0.3
H 5.13233 3.34904 -0.25448 -0.6 0.2 -1.0
H 3.58257 4.03190 -0.84937 0.7 -0.9 -0.7
H 4.87900 3.43588 -2.06088 -0.7 -0.2 0.8
H 3.18850 0.73704 1.57436 1.1 -0.6 0.0
H 5.03795 0.73856 1.81243 -0.9 -0.4 -0.3
H 3.02752 -1.31141 3.13996 1.0 0.6 -0.3
H 3.53399 0.25950 3.85753 0.3 -0.8 -0.8
H 4.79307 -1.85484 4.30135 0.3 0.5 -0.4
C -1.82896 -5.78790 6.13421 0.2 0.1 0.2
O -0.52973 -5.78730 6.69292 -0.1 -0.2 -0.4
C -0.06047 -7.09228 7.00751 0.2 0.4 0.2
C 1.42153 -7.23161 6.69164 0.0 -0.2 0.0
O 1.72284 -7.28874 5.29993 0.0 0.2 0.1
C 1.58460 -6.07822 4.55541 0.1 -0.1 -0.2
C 2.58621 -4.99515 4.92283 -0.4 0.1 0.1
O 2.22493 -4.37035 6.14806 0.3 -0.2 0.3
C 3.34005 -3.92986 6.89397 -0.3 0.0 -0.1
H -2.57285 -6.03219 6.89856 -0.1 -0.1 -0.1
H -2.02929 -4.78810 5.74855 0.0 0.0 0.1
H -1.89688 -6.49375 5.29979 -0.1 -0.1 0.0
H -0.62125 -7.85771 6.46081 0.0 0.0 -0.1
H -0.21482 -7.24267 8.08293 0.1 -0.3 0.0
H 1.75434 -8.19098 7.09872 -0.1 0.0 -0.1
H 2.01529 -6.46529 7.19008 -0.2 0.2 0.0
H 0.55945 -5.70925 4.60025 0.1 0.2 0.2
H 1.76758 -6.36054 3.51494 0.1 0.0 0.1
H 2.59304 -4.22142 4.14666 0.1 -0.1 -0.3
H 3.58746 -5.44034 4.99009 0.0 0.0 0.0
H 4.07016 -4.73607 7.02295 0.1 0.0 -0.1
H 2.98821 -3.63335 7.88245 0.0 0.1 -0.1
H 3.81097 -3.06775 6.40908 0.2 0.0 0.0
C -1.23947 6.87515 -3.93920 0.2 -0.2 0.1
O -0.57780 5.94250 -3.10627 -0.4 0.0 -0.1
C -1.04449 5.97044 -1.76418 0.4 -0.3 -0.2
C -1.11386 4.56599 -1.17919 -0.2 0.1 0.1
O -2.17358 3.76313 -1.69568 0.4 0.0 -0.2
C -2.03053 3.30283 -3.04057 -0.2 -0.2 0.0
C -0.90416 2.30208 -3.24592 0.1 0.4 -0.2
O 0.35428 2.95843 -3.25722 -0.1 -0.1 0.3
C 1.40258 2.15825 -2.73930 -0.2 0.3 -0.3
H -0.92612 7.89457 -3.69459 -0.2 0.1 0.0
H -0.96627 6.65626 -4.97166 0.1 0.0 0.1
H -2.32665 6.78062 -3.84797 0.0 0.1 0.0
H -2.03029 6.44071 -1.69816 0.0 0.0 -0.1
H -0.32973 6.56683 -1.18371 -0.1 0.0 0.2
H -1.32295 4.66583 -0.10934 -0.1 0.0 0.0
H -0.15756 4.04840 -1.25678 0.1 0.1 -0.2
H -1.95533 4.14242 -3.73245 0.3 0.0 0.0
H -2.97274 2.79601 -3.26989 0.0 -0.1 0.1
H -1.02730 1.80487 -4.21455 -0.2 -0.2 0.0
H -0.94490 1.54717 -2.45035 0.0 0.0 0.0
H 1.13925 1.75416 -1.75678 0.0 -0.1 0.0
H 2.27860 2.78886 -2.61814 -0.1 0.0 -0.1
H 1.64120 1.34505 -3.43179 0.1 -0.2 0.1
C -7.27923 10.11041 -1.79294 0.3 -0.2 0.1
O -6.61299 9.18432 -0.95737 -0.4 0.0 -0.1
C -7.09232 9.20034 0.38151 0.4 -0.2 -0.1
C -7.14771 7.79393 0.95996 -0.1 0.1 0.1
O -8.19197 6.98127 0.43030 0.2 0.1 -0.1
C -8.03828 6.52167 -0.91176 -0.1 -0.1 0.0
C -6.90333 5.52887 -1.11149 0.2 0.4 -0.1
O -5.64987 6.19431 -1.11654 0.0 0.0 0.4
C -4.59911 5.40135 -0.59372 -0.3 0.1 -0.2
H -6.98229 11.13323 -1.54187 -0.2 0.1 -0.1
H -6.99342 9.89912 -2.82359 0.1 0.0 0.1
H -8.36580 10.00055 -1.71241 0.0 0.1 0.0
H -8.08617 9.65641 0.44122 0.0 0.0 0.0
H -6.39120 9.80412 0.97044 -0.1 0.0 0.2
H -7.36793 7.88742 2.02747 -0.1 0.0 -0.1
H -6.18424 7.28902 0.88938 0.1 0.1 -0.2
H -7.96433 7.36101 -1.60416 0.3 0.0 0.0
H -8.97494 6.00795 -1.14581 0.0 0.0 0.1
H -7.01813 5.03043 -2.08112 -0.2 -0.2 0.0
H -6.94251 4.77352 -0.31621 0.0 0.0 0.0
H -4.86540 4.99564 0.38895 0.0 -0.1 0.0
H -3.72574 6.04032 -0.46692 -0.1 0.0 -0.1
H -4.35112 4.59205 -1.28257 0.1 -0.1 0.2
C -6.13470 1.65188 -3.61081 0.3 -0.1 0.1
O -5.46384 0.72932 -2.77550 -0.4 0.0 -0.1
C -5.91693 0.76988 -1.42769 0.4 -0.2 -0.1
C -5.97721 -0.62751 -0.82909 -0.1 0.1 0.1
O -7.04070 -1.43529 -1.32729 0.2 0.0 -0.1
C -6.91811 -1.91447 -2.66565 -0.1 -0.1 0.1
C -5.79822 -2.92265 -2.87419 0.1 0.4 -0.1
O -4.53670 -2.27098 -2.91285 0.1 -0.1 0.4
C -3.48564 -3.06609 -2.40125 -0.1 0.2 -0.2
H -5.81851 2.67365 -3.37711 -0.2 0.1 -0.1
H -5.87194 1.42418 -4.64424 0.1 0.0 0.1
H -7.22095 1.55771 -3.50817 0.0 0.1 0.0
H -6.90412 1.23879 -1.35533 0.0 0.0 0.0
H -5.19736 1.37336 -0.86085 -0.1 0.0 0.2
H -6.17545 -0.51704 0.24105 -0.1 0.0 -0.1
H -5.02113 -1.14441 -0.91134 0.1 0.1 -0.2
H -6.84845 -1.08533 -3.37066 0.3 0.0 0.0
H -7.86467 -2.42068 -2.87451 0.0 0.0 0.1
H -5.93743 -3.43230 -3.83418 -0.2 -0.1 0.0
H -5.83009 -3.66672 -2.06833 0.0 0.0 0.0
H -3.73549 -3.45642 -1.40894 0.0 -0.1 0.0
H -2.60316 -2.43348 -2.30141 -0.1 0.0 -0.1
H -3.25919 -3.88978 -3.08509 0.1 -0.1 0.1
```
Positions in Å, forces in eV/Å.



The following is a quantum chemistry calculation of a 2-piece molecular cluster, C8H12N2O2S overall at a distorted geometry, from the OMol25 dataset.

E_tot: -26397.002 eV
SMILES: c1cnn([C@H]2CCCCO2)c1.O=S
relative energy (zero: lowest compared OMol25 entry of this formula, charge and spin): 461.94 kJ/mol
LUMO (alpha / beta): -1.474 / -1.521 eV
highest occupied orbital energy (alpha / beta): -0.3335 / -0.3335 Ha

XYZ file:
```
25
Properties=species:S:1:pos:R:3:forces:R:3
C 0.98668 3.96561 -0.26630 1.8 -2.6 -0.6
C -0.31256 3.77489 0.08530 1.7 -2.0 -0.4
C 1.55748 2.69010 -0.37815 -0.6 0.9 0.8
C -1.30737 -1.33377 0.47033 -0.9 -0.4 -0.3
C -0.66304 -2.12494 -0.68094 -1.6 0.2 -0.7
C -0.97884 0.12543 0.38149 -1.2 0.0 -2.1
C 0.78363 -1.76501 -0.76921 0.0 -1.0 -2.9
C 0.49569 0.34977 0.18391 0.1 -0.6 3.0
N -0.53962 2.49536 0.20765 -2.0 -0.5 0.7
N 0.57016 1.78981 -0.03396 1.3 2.2 -0.6
O 1.00065 -0.38232 -0.83841 1.2 0.3 -2.2
O 3.81198 -1.06203 1.28450 -1.0 -0.3 2.1
S 4.39430 -0.89146 -0.02551 0.9 0.3 -2.1
H 1.45269 4.84707 -0.50522 1.1 1.9 -0.4
H -0.98253 4.53787 0.11806 -2.4 1.5 0.5
H -2.42528 -1.51993 0.46201 1.3 0.3 0.3
H -0.86352 -1.60919 1.41612 -0.1 -0.9 0.5
H -0.78810 -3.20714 -0.46846 0.1 0.5 -0.4
H -1.19133 -1.85848 -1.67806 0.8 -0.5 1.6
H -1.51560 0.57123 -0.54415 0.8 -0.6 1.6
H -1.21554 0.70377 1.25162 -0.8 -0.1 0.4
H 1.30991 -2.24368 -0.00589 1.1 -0.4 1.9
H 1.22962 -2.24236 -1.71057 -0.5 1.0 1.0
H 1.11217 -0.02645 1.15574 -1.3 1.3 -1.6
H 2.58814 2.51422 -0.59061 0.2 -0.7 -0.1
```
Positions in Å, forces in eV/Å.



The following is a quantum chemistry calculation of C34H41BrF5GeInN5O4S as an isolated structure, from the OMol25 dataset.

E_tot: -207720.285 eV
relative energy (zero: lowest compared OMol25 entry of this formula, charge and spin): 21.04 kJ/mol
<S²>: 0.831
LUMO (alpha / beta): -1.415 / -2.488 eV
multiplicity: 2
highest occupied orbital energy (alpha / beta): -0.2939 / -0.2950 Ha

XYZ file:
```
93
Properties=species:S:1:pos:R:3:forces:R:3
In -0.44718 0.26063 -0.51875 -0.1 0.2 0.0
C -0.50320 0.23882 4.17524 0.0 0.1 -0.1
C -0.93748 -0.46622 2.88951 0.0 -0.1 0.2
C -0.07615 -1.70787 2.68344 0.0 0.1 -0.1
C -2.41383 -0.84038 2.99078 0.0 0.0 -0.1
O -0.72835 0.39958 1.76961 0.2 -0.1 -0.3
Ge -0.81555 2.30643 1.72010 -0.2 0.0 0.1
O -1.80633 1.94568 0.11860 0.1 -0.2 0.1
C -2.57093 2.93168 -0.59313 0.0 0.3 -0.2
C -3.12504 2.28012 -1.84941 0.1 -0.1 0.1
C -1.66860 4.10785 -0.96774 0.1 -0.1 0.0
C -3.71228 3.39722 0.30692 0.1 -0.1 0.1
O 0.68071 2.16177 0.59815 0.1 0.0 -0.3
C 1.97073 2.70689 0.89790 0.1 0.1 0.3
C 2.63326 1.86440 1.98983 -0.1 0.0 0.0
C 2.83487 2.70124 -0.35300 -0.1 -0.1 -0.1
C 1.80404 4.15097 1.37962 -0.1 0.0 -0.1
H -0.50784 -0.46194 5.01185 0.0 0.0 0.0
H -1.17720 1.06502 4.41080 0.0 0.0 0.0
H 0.50667 0.64190 4.06166 0.0 -0.1 0.0
H -0.24308 -2.42544 3.49135 0.0 0.0 0.0
H 0.98125 -1.42209 2.66352 0.0 0.0 0.0
H -0.32595 -2.18369 1.73577 0.0 0.0 0.0
H -2.60931 -1.37204 3.92517 0.0 0.0 0.0
H -2.71524 -1.47354 2.15816 0.0 0.0 0.0
H -3.02226 0.06678 2.96911 0.0 0.0 0.0
H -2.31494 1.86927 -2.45614 -0.1 0.0 0.0
H -3.66108 3.01794 -2.45049 0.0 0.0 0.0
H -3.81071 1.47322 -1.58626 0.0 0.0 0.0
H -0.83435 3.75363 -1.57906 0.0 0.0 0.0
H -1.26184 4.57317 -0.06428 0.0 0.0 -0.1
H -2.22493 4.86378 -1.52604 0.0 0.0 0.0
H -4.27321 2.53122 0.66632 0.0 0.0 0.0
H -4.38942 4.05721 -0.23934 0.0 0.0 0.0
H -3.32086 3.93685 1.17335 -0.1 0.0 0.0
H 2.64881 0.81857 1.67655 0.0 0.0 0.0
H 2.06260 1.93468 2.92078 0.1 0.0 0.0
H 3.65596 2.19950 2.18050 0.0 0.0 0.0
H 3.03520 1.67819 -0.67687 0.0 0.0 0.0
H 3.78390 3.20193 -0.14776 0.0 0.0 0.0
H 2.32744 3.22117 -1.16716 0.0 0.0 0.0
H 1.30990 4.18573 2.35313 0.0 0.0 0.0
H 1.19402 4.70553 0.66265 0.1 0.0 0.0
H 2.77495 4.64370 1.46437 0.0 0.0 0.0
Br 0.64080 -5.35459 6.02363 0.0 0.0 0.0
C 1.97003 -5.41789 4.68450 0.0 0.0 0.0
C 2.56206 -4.23691 4.25969 0.0 0.0 0.0
C 3.51486 -4.28039 3.25996 0.1 0.0 -0.1
C 3.88531 -5.50429 2.69473 -0.2 0.2 -0.1
C 3.32377 -6.68402 3.17462 0.0 -0.1 -0.1
C 2.34575 -6.64272 4.15262 0.0 0.0 0.0
N 4.87692 -5.62160 1.69130 0.1 0.1 -0.1
N 5.08010 -4.69316 0.87132 -0.2 0.1 0.0
C 4.20967 -3.79934 0.36352 -0.1 -0.2 0.2
C 4.73009 -2.50566 0.04668 0.0 -0.1 0.0
C 3.90393 -1.46493 -0.19570 0.2 0.0 0.0
C 2.46083 -1.62982 -0.15865 0.2 -0.1 0.0
O 1.72704 -0.65134 -0.12413 -0.3 0.2 0.2
C 1.94131 -3.01672 -0.17327 0.0 0.0 0.0
N 0.64687 -3.16202 -0.44383 0.0 0.1 -0.1
C 0.15578 -4.38411 -0.52193 0.0 0.0 0.0
C 0.93973 -5.52645 -0.34150 0.0 0.0 0.0
C 2.27390 -5.37643 -0.04606 0.1 0.0 0.1
C 2.80442 -4.08763 0.07256 0.2 0.0 0.1
H 2.27457 -3.29338 4.70458 0.0 0.0 0.0
H 3.98779 -3.36353 2.93103 0.0 0.0 0.0
H 3.64557 -7.62615 2.74644 0.0 0.0 0.1
H 1.88043 -7.55329 4.50496 0.0 0.0 0.0
H 5.80282 -2.36816 0.11207 0.0 0.0 0.0
H 4.28804 -0.46629 -0.36279 -0.1 0.0 0.0
H -0.90067 -4.46752 -0.75316 0.0 0.0 0.0
H 0.50140 -6.51090 -0.43979 0.0 0.0 0.0
H 2.91398 -6.24140 0.05928 0.0 0.0 0.1
F -3.32512 -0.67236 -0.26860 0.0 0.0 0.1
C -2.14754 -1.24432 -0.67217 0.1 0.1 -0.4
F -1.99661 -2.36062 0.11376 0.0 0.0 0.0
C -2.41304 -1.77287 -2.09772 -0.2 -0.1 0.2
F -3.13679 -2.91005 -2.09500 0.0 0.1 0.0
F -3.08490 -0.86442 -2.80633 0.0 -0.1 -0.1
F -1.26267 -2.04384 -2.73179 0.0 0.0 0.0
C 1.24760 -1.23325 -7.02806 0.0 0.0 0.1
C 0.36782 -0.50304 -6.05638 0.1 0.1 0.2
C -0.93263 -0.13241 -6.36684 -0.1 0.0 -0.1
C -1.65902 0.48196 -5.36527 -0.1 0.0 0.1
N -1.14879 0.76625 -4.17219 0.2 0.0 -0.1
C 0.12699 0.41761 -3.97478 -0.2 -0.3 -0.2
S 0.92789 0.89669 -2.48140 -0.1 0.0 0.1
N 0.89291 -0.23623 -4.85704 -0.1 0.1 0.0
H 0.90690 -1.10867 -8.05604 0.0 0.0 0.0
H 1.25074 -2.29987 -6.78946 0.0 0.0 0.0
H 2.27141 -0.87589 -6.93000 0.0 0.0 0.0
H -1.36274 -0.31933 -7.34229 0.0 0.0 0.1
H -2.69659 0.76693 -5.51911 0.0 0.0 0.0
```
Positions in Å, forces in eV/Å.



Question: Which value of relative energy (zero: lowest compared OMol25 entry of this formula, charge and spin) does entry 2 give?
Answer: 461.94 kJ/mol